# 1
The following is a quantum chemistry calculation of a structure of composition C6H9Cl2FeO4PTi, from the OMol25 dataset.

```
24
Properties=species:S:1:pos:R:3:mulliken_spin:R:1
Fe -0.47295 -1.98877 -2.19580 3.796
Ti 0.40311 -0.75619 0.06948 0.939
Cl 1.33306 -0.70271 -2.10482 0.094
Cl -0.15553 -2.48915 1.33982 -0.008
C -1.16089 0.38665 0.05936 -0.012
C -0.40837 -2.43772 -3.93037 0.001
C -1.86253 -2.91872 -1.52226 -0.105
O -2.02545 1.18878 0.06717 0.104
O 0.15226 -2.50935 -4.95066 0.054
O -2.83912 -3.53528 -1.68798 0.129
C 3.70719 1.87538 1.64718 0.133
P 1.93043 1.74822 1.72138 0.066
C 1.29632 1.65166 3.38098 0.311
C 1.18124 3.14295 0.90608 0.067
O 1.56860 0.42945 0.99475 0.320
H 4.15083 0.94730 2.02964 -0.002
H 4.06218 2.72902 2.23776 0.004
H 4.00665 2.00730 0.59781 0.028
H 1.55904 2.56006 3.93816 0.009
H 0.20404 1.55258 3.33196 0.027
H 1.72124 0.76956 3.87309 0.020
H 1.62475 3.24736 -0.09229 0.023
H 0.10016 2.98057 0.81441 0.002
H 1.37722 4.04693 1.50055 -0.002
```

HOMO level (alpha / beta) = -25.03 / -26.24 eV
LUMO energy (alpha / beta) = -17.2 / -21.1 eV
2S+1 = 7
⟨S²⟩ = 12.03
Total charge = +4

=====

# 2
The following is a quantum chemistry calculation of a structure of composition C6H9Cl2O6PPmRu, from the OMol25 dataset.

```
26
Properties=species:S:1:pos:R:3:mulliken_spin:R:1
Pm -0.72098 0.15363 -3.48139 4.049
Ru 0.11611 0.00225 -0.61013 2.983
Cl -1.45517 -1.86947 -2.07789 0.159
Cl -1.09934 2.27944 -2.13104 0.176
C 1.02546 1.56738 -0.31101 -0.143
C 0.19744 -1.98502 -5.29080 0.001
C 0.30006 1.35624 -5.83775 0.001
O 1.63915 2.57084 -0.19740 0.163
O 0.51972 -2.90275 -5.90539 -0.002
O 0.68218 1.99317 -6.71849 -0.001
C -0.99676 2.05771 2.12775 0.022
O -1.93952 1.05488 1.65760 0.106
P -1.48665 -0.41667 1.14615 0.354
O -1.23451 -1.32839 2.46724 0.040
C -0.38565 -0.94351 3.58075 0.026
O 0.27951 -1.68772 0.31933 0.816
C 1.61281 -1.57755 0.67268 0.070
H -1.04246 2.92145 1.43858 0.002
H 0.04955 1.69927 2.19651 -0.003
H -1.38869 2.33420 3.11259 0.012
H 0.59060 -0.50247 3.31335 0.003
H -0.94216 -0.26517 4.24605 0.004
H -0.18596 -1.87927 4.11095 0.003
H 1.87365 -0.50235 0.51574 0.031
H 1.83205 -1.92332 1.69287 0.058
H 2.15953 -2.20678 -0.03687 0.071
```

HOMO level (alpha / beta) = -24.79 / -25.38 eV
LUMO energy (alpha / beta) = -17.5 / -19.9 eV
ΔE to the lowest compared entry with this formula, charge and spin = 0.00 kcal/mol
2S+1 = 10
⟨S²⟩ = 24.80
Total charge = +4